# 1
Formula: C45H58AsFHfN5O4S3
Source: the Open Molecules 2025 dataset
Level of theory: the ωB97M-V functional and the def2-TZVPD basis

* electronic energy: -160624.0175 eV
* net charge: -1
* HOMO energy: -2.62 eV
* ΔE to the lowest compared entry with this formula, charge and spin: 70.1 kcal/mol

Geometry (Å):
Hf (-0.594, -1.431, -0.432)
As (3.425, 2.828, -3.204)
S (0.926, -2.612, -1.947)
S (-3.921, -0.939, -7.276)
S (2.383, 1.062, -2.934)
F (-2.322, -1.037, 0.299)
O (1.407, -2.101, -0.616)
O (0.620, -1.386, -2.692)
O (-0.446, -3.147, -1.522)
O (1.756, -3.582, -2.577)
N (-1.036, 1.363, 1.886)
N (-5.019, -2.811, -5.831)
N (-1.990, -0.890, -2.253)
N (-0.174, -1.654, 1.656)
N (0.279, 0.590, -0.524)
C (2.575, 4.490, -2.630)
C (-1.991, 1.774, 4.912)
C (-0.989, 5.503, 2.643)
C (2.605, -4.756, 2.373)
C (3.896, 3.225, -5.056)
C (0.718, -2.724, 1.930)
C (-2.133, -3.818, 1.072)
C (-1.183, -0.506, 6.398)
C (-2.970, -1.801, -2.289)
C (0.309, -4.073, 1.944)
C (-0.458, -1.390, 4.170)
C (-0.664, -1.680, 7.010)
C (0.078, -2.493, 4.814)
C (-3.316, 2.579, -0.152)
C (-1.083, 2.721, 2.197)
C (-1.015, 0.440, 2.853)
C (-3.394, -1.490, -4.633)
C (-2.122, 4.909, 2.114)
C (-4.111, -1.796, -5.868)
C (2.076, -2.412, 2.201)
C (-2.378, -0.531, -4.588)
C (-1.040, -0.407, 5.021)
C (0.078, 3.335, 2.731)
C (-1.407, 0.716, 4.262)
C (1.277, -5.059, 2.152)
C (-4.106, 1.881, 2.149)
C (0.104, 4.708, 2.938)
C (5.163, 2.929, -2.323)
C (3.580, -0.637, 1.196)
C (-1.127, -4.604, 1.905)
C (-2.195, 3.540, 1.877)
C (2.549, -0.967, 2.285)
C (1.734, 2.714, 4.530)
C (1.317, 2.521, 3.068)
C (-2.199, 1.684, 6.310)
C (-0.529, -0.895, 2.793)
C (2.993, -3.427, 2.411)
C (-3.494, 3.006, 1.305)
C (-0.040, -2.611, 6.221)
C (-1.807, 0.593, 7.043)
C (-1.672, -4.740, 3.334)
C (3.092, -0.648, 3.681)
C (-3.684, -2.127, -3.420)
C (-1.719, -0.274, -3.409)
C (2.466, 2.876, 2.119)
H (-0.970, -5.279, 3.972)
H (2.074, 3.735, 4.718)
H (-2.672, 2.519, 6.814)
H (3.750, 0.443, 1.150)
H (5.015, 3.023, -1.248)
H (5.727, 3.782, -2.698)
H (0.889, 2.508, 5.186)
H (4.537, -1.129, 1.390)
H (2.709, 3.939, 2.184)
H (-3.216, -2.271, -1.346)
H (-2.411, -2.899, 1.578)
H (2.364, -0.929, 4.444)
H (-3.038, -4.418, 0.932)
H (-1.843, -3.755, 3.768)
H (3.243, 5.325, -2.840)
H (-0.915, 0.451, -3.392)
H (-4.833, -3.585, -5.211)
H (-2.110, -0.009, -5.495)
H (0.389, -3.490, 6.691)
H (2.194, 2.649, 1.085)
H (-3.563, 0.952, 1.997)
H (-0.746, -1.825, 8.081)
H (3.363, 2.304, 2.372)
H (0.054, 1.112, -1.364)
H (-5.395, -3.056, -6.733)
H (-1.709, -3.596, 0.091)
H (0.962, -6.098, 2.159)
H (-1.973, 0.567, 8.115)
H (-4.283, 2.315, -0.591)
H (5.704, 2.006, -2.525)
H (-5.150, 1.725, 1.863)
H (2.366, 4.442, -1.562)
H (4.538, 4.103, -5.109)
H (0.600, -3.273, 4.279)
H (4.031, -3.181, 2.609)
H (1.093, 1.463, 2.932)
H (3.285, 0.424, 3.774)
H (2.545, 2.030, 4.791)
H (-2.670, 1.711, -0.211)
H (-0.957, 6.572, 2.818)
H (2.989, 3.394, -5.633)
H (-4.475, -2.859, -3.343)
H (1.292, 0.545, -0.466)
H (-2.985, 5.523, 1.876)
H (-0.158, 1.031, 0.343)
H (-2.885, 3.399, -0.734)
H (-2.619, -5.287, 3.328)
H (-4.204, 3.840, 1.311)
H (1.683, -0.326, 2.120)
H (1.000, 5.173, 3.338)
H (3.325, -5.549, 2.534)
H (-1.062, -5.613, 1.485)
H (4.416, 2.362, -5.469)
H (1.638, 4.623, -3.167)
H (-2.294, 2.672, 4.389)
H (-4.077, 2.132, 3.211)
H (4.023, -1.185, 3.883)
H (3.213, -0.980, 0.232)


# 2
Formula: C45H58BrCl2N3O3PPd
Source: the Open Molecules 2025 dataset
Level of theory: the ωB97M-V functional and the def2-TZVPD basis

* electronic energy: -166046.4464 eV
* multiplicity: 3
* net charge: +1
* HOMO energy (alpha / beta): -9.73 / -10.31 eV
* ΔE to the lowest compared entry with this formula, charge and spin: 586.5 kcal/mol

Geometry (Å):
Pd (0.100, 0.104, -0.705)
Br (-1.075, 2.059, -2.766)
Cl (0.279, 5.089, -0.855)
Cl (4.277, 1.657, -0.769)
P (-1.489, -1.546, -0.086)
O (1.177, 0.376, 2.774)
O (-0.955, 1.823, 0.523)
O (-2.566, 3.341, 0.944)
N (-0.075, -0.480, -3.098)
N (1.853, 1.227, -1.561)
N (1.424, 2.971, 0.889)
C (-2.946, -5.094, -2.631)
C (-5.954, -0.154, 0.356)
C (0.912, 6.176, 3.460)
C (5.844, 1.334, -0.736)
C (-2.787, -2.565, -2.429)
C (2.243, 0.857, 3.585)
C (-0.367, 0.626, -3.770)
C (-5.379, -1.577, 0.375)
C (2.097, 6.057, 2.725)
C (1.256, 4.004, 1.785)
C (1.518, -3.054, 2.427)
C (0.105, 4.055, 2.603)
C (0.280, -0.326, -5.847)
C (2.758, 1.964, -0.839)
C (-1.467, -3.572, 2.053)
C (3.665, 0.528, 3.060)
C (-3.644, -3.748, -2.906)
C (2.264, 4.984, 1.889)
C (-0.189, 0.766, -5.141)
C (4.113, 0.892, -2.128)
C (-1.432, -4.904, -2.595)
C (-0.058, 5.191, 3.390)
C (4.010, 0.977, 0.568)
C (0.560, -1.503, -5.164)
C (-0.728, -2.373, 1.413)
C (3.693, 0.006, 1.617)
C (0.738, -2.760, 1.135)
C (-1.558, 2.711, 1.214)
C (5.023, 4.365, -1.255)
C (0.386, -1.524, -3.794)
C (-3.582, 0.314, -0.362)
C (-4.843, 0.911, 0.253)
C (2.057, 3.180, -0.299)
C (2.744, 0.704, -2.526)
C (-2.112, -2.955, -1.108)
C (-4.091, -1.638, 1.195)
C (2.702, 5.105, -1.890)
C (4.613, 3.144, -0.890)
C (1.836, 4.345, -1.064)
C (4.090, 5.209, -1.900)
C (-0.905, 2.966, 2.628)
C (-1.034, -4.018, -1.400)
C (0.595, -3.654, 3.500)
C (-0.502, -4.480, 2.836)
C (-2.986, -0.716, 0.614)
H (4.860, 0.438, -2.761)
H (-0.928, -5.869, -2.512)
H (-5.182, -1.920, -0.645)
H (0.768, 2.160, 0.968)
H (-1.063, -5.038, 3.587)
H (-1.985, -4.171, 1.304)
H (-4.593, 1.305, 1.241)
H (0.762, 7.032, 4.104)
H (2.138, 0.469, 4.600)
H (6.630, 1.760, -1.360)
H (1.174, -4.272, 4.187)
H (-4.320, -1.312, 2.214)
H (0.130, -2.861, 4.096)
H (-0.419, 1.704, -5.625)
H (6.076, 4.610, -1.191)
H (2.116, 1.939, 3.635)
H (2.876, 6.802, 2.811)
H (-3.847, -3.637, -3.973)
H (-6.111, -2.262, 0.806)
H (-1.712, 3.220, 3.309)
H (-0.743, -1.552, 2.141)
H (-0.958, 5.277, 3.984)
H (0.748, -3.665, 0.528)
H (-2.547, -0.132, 1.432)
H (2.014, -2.162, 2.820)
H (-6.642, -0.060, -0.486)
H (4.407, -0.819, 1.505)
H (3.169, 4.869, 1.305)
H (-3.757, -2.671, 1.268)
H (-0.466, 2.001, 2.889)
H (-3.839, -0.137, -1.322)
H (-0.899, -4.654, -0.524)
H (-2.025, -2.325, -3.171)
H (-4.607, -3.727, -2.391)
H (-2.222, -3.193, 2.743)
H (0.423, -0.261, -6.918)
H (-1.107, -4.452, -3.536)
H (1.005, -0.547, 2.984)
H (0.907, -2.385, -5.683)
H (2.395, 0.195, -3.413)
H (6.379, 0.676, -0.050)
H (-0.075, -3.534, -1.605)
H (-3.414, -1.683, -2.322)
H (-3.218, -5.820, -3.398)
H (2.189, 5.861, -2.470)
H (-3.274, -5.506, -1.673)
H (1.223, -1.984, 0.534)
H (-0.043, -5.217, 2.170)
H (2.317, -3.763, 2.198)
H (-2.889, -3.401, -0.478)
H (4.135, -0.225, 3.692)
H (2.721, -0.408, 1.322)
H (-2.848, 1.092, -0.551)
H (-5.180, 1.756, -0.346)
H (-6.536, 0.013, 1.264)
H (0.625, -2.409, -3.217)
H (4.510, 6.047, -2.443)
H (4.266, 1.434, 3.121)


- What is the formula in the second record?
  C45H58BrCl2N3O3PPd